Record 1
9
Properties=species:S:1:pos:R:3:mulliken_charge:R:1 method="wB97M-V/def2-TZVPD" relative_energy_kcal_mol=14.36 charge=0 smiles=NCN
N -0.932 1.048 -0.177 -0.626
C -0.206 -0.130 0.259 -0.234
N 0.866 -0.681 -0.575 -0.591
H -0.324 1.546 -0.786 0.247
H -1.015 1.647 0.705 0.267
H -0.866 -0.975 0.464 0.247
H 0.322 0.058 1.278 0.245
H 0.580 -1.422 -1.110 0.220
H 1.576 -1.091 -0.059 0.226

Record 2
10
Properties=species:S:1:pos:R:3:mulliken_charge:R:1 method="wB97M-V/def2-TZVPD" relative_energy_kcal_mol=53.79 charge=0 smiles=NNCO
N -1.558 -0.510 0.081 -0.540
N -0.527 0.426 0.426 -0.061
C 0.748 0.487 -0.127 -0.528
O 1.762 -0.443 0.359 -0.518
H -2.296 -0.086 -0.486 0.223
H -1.146 -1.338 -0.293 0.223
H -0.579 0.862 1.391 0.236
H 0.811 0.443 -1.243 0.343
H 1.263 1.420 -0.023 0.316
H 1.523 -1.261 -0.086 0.305

no.,F_max (eV/Å),calculated total energy (eV)
1,3.548,-4113.7111
2,2.377,-6160.1634